1.
Below is a molecular structure, C51H45CdN5O4S3Te, with properties calculated with ωB97M-V/def2-TZVPD.

Computed properties:
* net charge: 0
* HOMO-LUMO gap: 6.232 eV
* ΔE to the lowest compared entry with this formula, charge and spin: 0.1 kcal per mole

Geometry (Å):
Cd: 0.65518 -0.30147 -2.11832
C: 0.97676 -3.10210 -3.97540
C: 2.18632 -3.23035 -3.29487
C: 2.21208 -3.78321 -2.02300
C: 1.02644 -4.18600 -1.41824
C: -0.17987 -4.05558 -2.09229
C: -0.20354 -3.52864 -3.37876
H: 0.96197 -2.70967 -4.98589
H: 3.10669 -2.91688 -3.76805
H: 3.15346 -3.88778 -1.49482
H: 1.04772 -4.59461 -0.41434
H: -1.10619 -4.36705 -1.62443
H: -1.13928 -3.47028 -3.92063
O: -4.32331 3.47731 -5.42770
C: -4.09374 2.29521 -5.75276
O: -4.77853 1.47377 -6.39670
C: -2.78380 1.71600 -5.18864
C: -2.38175 0.42932 -5.51343
C: -1.28218 -0.11454 -4.88233
N: -0.59505 0.52536 -3.93033
C: -0.98481 1.77908 -3.60469
C: -2.03925 2.40659 -4.24290
C: -0.28711 2.48079 -2.43114
O: -0.81537 3.46346 -1.94022
O: 0.82359 1.93739 -2.04619
H: -2.96597 -0.13288 -6.22966
H: -0.92576 -1.10709 -5.13724
H: -2.32548 3.41000 -3.96060
N: 1.90485 -0.83309 -0.38282
S: 2.11250 -0.51456 1.01238
N: 0.87826 -0.52490 2.11998
S: -0.26882 0.49971 2.12264
N: -1.12736 0.83793 0.92234
S: -1.94977 -0.19585 -0.06709
N: -1.21803 -0.87789 -1.11362
C: -2.74444 -1.34391 1.04302
C: -3.99133 -1.12170 1.61071
C: -4.55063 -2.11729 2.40341
C: -3.86575 -3.30609 2.61982
C: -2.61312 -3.51155 2.04715
C: -2.04568 -2.53088 1.24775
C: -3.25574 0.89118 -0.52860
C: -3.90494 0.51027 -1.69397
C: -4.97321 1.27177 -2.14612
C: -5.37426 2.38815 -1.43071
C: -4.72117 2.75530 -0.25597
C: -3.64981 2.00958 0.20759
C: -1.22736 -0.08246 3.50202
C: -0.83063 -1.17966 4.24312
C: -1.58456 -1.53564 5.35652
C: -2.70671 -0.79817 5.70052
C: -3.09108 0.30059 4.93807
C: -2.34925 0.66690 3.82853
C: 0.23780 2.13317 2.61001
C: -0.05353 3.20340 1.78014
C: 0.32056 4.47658 2.19701
C: 0.96464 4.65145 3.41132
C: 1.25046 3.55836 4.22827
C: 0.89161 2.28385 3.82883
C: 3.15743 -1.70333 1.82447
C: 2.64389 -2.71432 2.62422
C: 3.49533 -3.72073 3.06396
C: 4.83579 -3.70618 2.70524
C: 5.33571 -2.68781 1.90263
C: 4.49577 -1.68429 1.45093
C: 2.92554 1.02658 1.37366
C: 3.60860 1.23231 2.57478
C: 4.22307 2.45456 2.78737
C: 4.13853 3.45260 1.81855
C: 3.44556 3.23192 0.63778
C: 2.83159 2.00712 0.40049
H: -4.52798 -0.19896 1.42372
H: -5.52875 -1.96443 2.84413
H: -4.31722 -4.08455 3.22335
H: -2.08352 -4.44203 2.21652
H: -1.08915 -2.67260 0.75493
H: -3.56787 -0.36323 -2.24401
H: -5.46442 1.02088 -3.07582
H: -6.19312 2.98946 -1.80681
H: -5.03851 3.63516 0.29037
H: -3.11042 2.30384 1.09717
H: 0.05088 -1.73317 3.95354
H: -1.28934 -2.38920 5.95384
H: -3.29245 -1.08245 6.56640
H: -3.96695 0.87499 5.21079
H: -2.63228 1.52464 3.22834
H: -0.55029 3.03948 0.82845
H: 0.10519 5.32773 1.56290
H: 1.25703 5.64686 3.72515
H: 1.75337 3.70250 5.17668
H: 1.10155 1.42445 4.45561
H: 1.59685 -2.71599 2.88794
H: 3.10826 -4.51720 3.68743
H: 5.49291 -4.49728 3.04235
H: 6.38151 -2.67758 1.62390
H: 4.87209 -0.89466 0.81035
H: 3.66423 0.44959 3.32359
H: 4.76969 2.63076 3.70619
H: 4.61473 4.41019 1.99359
H: 3.37238 4.00972 -0.11221
H: 2.27660 1.84137 -0.51530
C: 4.93746 -0.52008 -4.02150
Te: 3.20424 0.61319 -3.56388
C: 2.54180 0.59334 -5.57872
H: 5.37402 -0.11948 -4.93601
H: 4.70374 -1.57507 -4.14807
H: 5.64538 -0.39799 -3.20139
H: 2.81063 -0.37168 -6.00555
H: 3.01703 1.40078 -6.12737
H: 1.46118 0.71957 -5.58335

Atomic forces in eV per Å
Cd 0.030 0.085 -0.292
C 0.042 -0.093 0.027
C -0.100 -0.072 -0.004
C -0.027 0.044 0.043
C -0.003 0.042 -0.024
C 0.033 -0.021 -0.008
C 0.022 0.008 0.024
H 0.009 0.049 0.040
H -0.009 0.007 0.004
H -0.062 0.036 -0.019
H -0.002 -0.009 -0.028
H 0.035 0.015 -0.001
H -0.003 0.099 0.043
O 0.057 -0.288 -0.126
C -0.434 0.224 0.061
O 0.124 0.143 0.060
C 0.076 -0.062 0.123
C 0.009 -0.102 -0.042
C 0.197 -0.060 0.009
N -0.081 0.401 0.225
C -0.012 -0.189 0.004
C -0.008 0.022 0.120
C 0.405 -0.435 -0.124
O -0.035 0.175 0.165
O -0.360 0.108 0.045
H 0.024 0.024 -0.033
H -0.054 -0.042 0.071
H -0.036 -0.033 0.003
N 0.034 0.023 0.025
S 0.036 -0.140 0.020
N 0.215 -0.133 -0.170
S 0.105 0.177 0.572
N -0.530 -0.064 -0.403
S 0.317 -0.031 0.029
N -0.182 -0.278 -0.062
C -0.029 -0.234 -0.001
C 0.048 -0.118 0.010
C 0.047 0.019 0.003
C 0.062 0.014 -0.043
C -0.021 0.045 0.039
C -0.160 0.026 0.016
C -0.169 0.153 -0.062
C -0.101 0.037 -0.062
C 0.080 0.040 -0.077
C -0.030 0.097 0.060
C -0.026 -0.043 -0.037
C 0.033 -0.158 -0.258
C 0.063 0.285 0.047
C -0.080 -0.036 0.182
C 0.042 -0.014 -0.104
C -0.057 0.024 -0.011
C -0.002 0.017 0.011
C -0.030 -0.013 0.142
C -0.011 -0.044 0.165
C -0.037 0.120 -0.049
C -0.019 -0.032 -0.042
C 0.037 -0.060 0.081
C -0.043 0.066 -0.006
C -0.155 0.078 -0.029
C 0.030 -0.140 0.020
C 0.160 0.048 -0.047
C -0.018 0.024 -0.002
C -0.025 -0.020 -0.007
C 0.037 0.000 0.010
C -0.029 -0.067 0.010
C 0.245 0.107 0.137
C -0.009 0.031 -0.220
C 0.009 -0.066 -0.072
C -0.011 -0.021 0.003
C 0.007 0.052 0.016
C 0.172 0.001 0.131
H 0.032 -0.064 0.008
H 0.045 -0.016 -0.029
H 0.031 0.037 -0.003
H -0.040 0.028 -0.019
H -0.037 0.006 -0.005
H 0.033 0.126 0.025
H -0.005 -0.022 -0.056
H 0.059 -0.005 0.030
H 0.028 -0.016 -0.047
H 0.019 -0.006 -0.030
H -0.058 0.043 0.057
H -0.015 0.019 -0.032
H 0.033 0.029 -0.024
H 0.008 -0.026 -0.004
H 0.027 -0.042 0.028
H 0.106 0.127 0.035
H 0.013 -0.064 -0.004
H -0.034 -0.052 0.009
H -0.006 0.000 -0.045
H 0.003 0.007 -0.036
H -0.001 -0.024 -0.029
H 0.012 0.020 -0.025
H -0.001 0.019 0.022
H -0.016 -0.014 0.003
H -0.026 -0.031 0.017
H -0.013 0.031 -0.059
H -0.034 0.003 -0.030
H -0.003 -0.039 -0.016
H -0.004 -0.012 0.027
H -0.071 -0.003 -0.046
C 0.184 -0.160 0.043
Te -0.026 0.239 0.094
C -0.099 0.038 -0.070
H 0.004 -0.035 0.080
H 0.058 0.043 -0.032
H -0.023 -0.043 -0.083
H -0.063 0.035 -0.023
H -0.002 -0.028 -0.044
H 0.044 0.003 -0.017

2.
Below is a molecular structure, C35H36NO4P3V, with properties calculated with ωB97M-V/def2-TZVPD.

Computed properties:
* net charge: 0
* HOMO-LUMO gap (spin up / spin down): 6.491 / 5.865 eV
* ΔE to the lowest compared entry with this formula, charge and spin: 20.6 kcal per mole
* expectation value of S²: 0.7720
* spin multiplicity: 2

Geometry (Å):
V: 0.65933 -0.39475 0.14687
C: -3.14834 4.41651 -1.04106
C: -2.60883 3.35179 -1.74823
C: -2.01663 2.30120 -1.06909
C: -1.96776 2.30396 0.32336
C: -2.51073 3.37150 1.02830
C: -3.09822 4.42563 0.34559
P: -1.22880 0.84914 1.11526
C: -0.81822 1.39960 2.79958
C: -1.20285 0.70943 3.94485
C: -0.73294 1.10754 5.18877
C: 0.12537 2.19101 5.29744
C: 0.52446 2.87554 4.15583
C: 0.06216 2.47868 2.91250
C: -2.57835 -0.34388 1.20609
C: -3.74860 -0.18799 1.90170
C: -4.78002 -1.13268 1.75722
C: -4.63558 -2.16352 0.86897
C: -3.45413 -2.31780 0.10412
C: -3.34301 -3.32193 -0.89179
C: -2.21039 -3.38522 -1.64840
C: -1.12426 -2.51915 -1.38439
C: -1.12091 -1.54808 -0.40592
C: -2.37485 -1.42692 0.30543
H: -3.60425 5.24339 -1.57093
H: -2.64071 3.34368 -2.83048
H: -1.58732 1.47019 -1.61648
H: -2.46535 3.38913 2.11055
H: -3.51514 5.25871 0.89743
H: -1.87192 -0.13834 3.86776
H: -1.04214 0.56809 6.07553
H: 0.48876 2.50005 6.26953
H: 1.20080 3.71741 4.23413
H: 0.38904 2.99923 2.01813
H: -3.89540 0.67080 2.54764
H: -5.69765 -1.02058 2.32072
H: -5.44411 -2.87087 0.72025
H: -4.16848 -4.00369 -1.05923
H: -2.12957 -4.12277 -2.43897
H: -0.22640 -2.66978 -1.97931
C: 4.29041 0.43367 -0.88087
P: 3.17458 -0.29395 0.36308
C: 3.53779 0.75681 1.81523
C: 3.98252 -1.88855 0.79905
C: 2.99306 -2.73352 1.60630
P: 1.37885 -2.76231 0.71567
C: 1.72083 -4.02033 -0.57056
C: 0.28641 -3.69661 1.84078
H: 5.32324 0.39903 -0.52808
H: 4.01504 1.47392 -1.05694
H: 4.20897 -0.10726 -1.82408
H: 4.61363 0.82037 1.99131
H: 3.05201 0.35866 2.70836
H: 3.13557 1.75145 1.62641
H: 4.92027 -1.72655 1.33579
H: 4.22906 -2.39874 -0.13679
H: 2.81128 -2.27115 2.58153
H: 3.37088 -3.74168 1.79055
H: 2.19266 -4.89726 -0.12262
H: 2.37805 -3.60989 -1.33743
H: 0.78874 -4.32201 -1.04332
H: 0.71036 -4.66749 2.10385
H: -0.67427 -3.84196 1.34488
H: 0.11197 -3.12222 2.75151
O: 2.00391 3.33703 -1.25423
C: 1.48578 2.23007 -1.30509
O: 1.17754 1.51202 -0.28789
C: 1.24910 1.58413 -2.66001
C: 0.69489 0.31528 -2.79937
C: 0.49427 -0.24242 -4.05367
C: 0.87016 0.50689 -5.15310
C: 1.42417 1.77021 -5.06057
C: 1.60854 2.30353 -3.79706
N: 0.66565 -0.07862 -6.50312
O: 0.96732 0.60422 -7.46302
O: 0.21987 -1.20921 -6.56201
H: 0.34763 -0.28057 -1.95561
H: 0.05002 -1.21736 -4.18052
H: 1.69714 2.30944 -5.95434
H: 2.03401 3.28867 -3.66331

Atomic forces in eV per Å
V 0.141 -0.075 -0.090
C -0.023 0.040 0.008
C -0.013 0.021 -0.066
C 0.015 -0.016 0.051
C 0.039 -0.012 -0.089
C 0.008 0.009 0.049
C -0.027 0.054 -0.027
P -0.037 -0.108 0.139
C 0.024 -0.037 -0.074
C -0.025 -0.014 -0.012
C 0.011 0.000 0.080
C 0.021 -0.003 0.030
C 0.001 0.015 0.022
C 0.042 0.028 -0.010
C 0.008 0.046 0.045
C 0.008 0.048 0.031
C -0.034 -0.059 -0.039
C -0.010 0.010 0.019
C -0.150 -0.174 -0.060
C 0.040 0.002 -0.032
C -0.151 -0.032 0.031
C 0.198 0.014 -0.129
C -0.115 -0.162 0.135
C 0.149 0.126 -0.010
H 0.008 -0.010 0.006
H 0.001 0.003 0.011
H 0.010 -0.023 -0.008
H -0.015 -0.005 -0.007
H 0.003 -0.010 -0.002
H 0.001 -0.002 -0.011
H 0.006 0.014 -0.006
H -0.011 -0.003 -0.011
H -0.005 -0.008 0.000
H 0.004 -0.004 0.006
H 0.019 0.002 -0.010
H 0.009 -0.004 -0.004
H 0.011 0.006 -0.003
H -0.005 0.013 0.017
H 0.018 0.008 -0.003
H -0.008 0.016 -0.042
C 0.061 -0.027 0.010
P -0.063 -0.081 -0.123
C 0.006 -0.061 0.033
C 0.021 -0.018 -0.034
C -0.042 -0.005 0.034
P -0.164 0.203 0.140
C 0.025 -0.014 0.019
C 0.046 -0.019 0.018
H 0.017 0.015 -0.044
H -0.029 0.013 0.027
H 0.002 -0.018 0.015
H -0.008 0.016 0.009
H -0.003 -0.003 -0.013
H -0.012 0.028 -0.033
H -0.005 0.001 0.007
H 0.013 0.024 -0.005
H -0.011 0.001 0.000
H 0.008 -0.020 -0.015
H -0.004 0.001 -0.002
H -0.002 0.000 -0.005
H 0.015 -0.018 0.015
H -0.001 0.003 0.002
H 0.000 0.004 -0.016
H 0.009 0.015 -0.001
O -0.138 -0.067 0.000
C 0.345 -0.012 -0.088
O -0.148 0.189 0.184
C -0.092 0.121 -0.019
C 0.058 -0.095 0.016
C 0.108 0.239 0.041
C -0.108 -0.239 -0.354
C -0.012 -0.020 0.155
C -0.002 -0.020 -0.013
N 0.081 0.013 0.127
O -0.094 -0.161 0.114
O 0.054 0.204 -0.074
H -0.082 0.138 -0.059
H -0.001 -0.021 -0.009
H -0.008 -0.012 -0.023
H -0.005 -0.011 0.033